1.
Computed, not measured: a structure of composition C21H29MnN3O2SSe, with ωB97M-V with the def2-TZVPD basis set.

Results
E_HOMO (spin up / spin down): -0.3749 / -0.3765 Eh
Energy above the lowest of the compared OMol25 structures with the same formula, charge and spin: 0.000 eV
Charge: +1
LUMO level (spin up / spin down): -4.4 / -3.3 eV
Total energy: -138310.6407 eV
Spin multiplicity: 5
Molar mass: 521.45 Da

XYZ file:
```
58
Properties=species:S:1:pos:R:3:mulliken_charge:R:1
Mn 1.13964 0.09628 0.02183 0.639
C 0.31962 -2.08083 2.76302 -2.583
C 0.67849 -2.06167 1.29803 1.066
C -0.33178 -1.89400 0.31711 1.302
C -1.78127 -1.81341 0.72174 -2.265
C 0.01513 -1.86451 -1.04806 0.867
C -1.05066 -1.65923 -2.09273 -2.325
C 1.36279 -2.01543 -1.43229 1.038
C 1.72171 -2.03345 -2.89637 -2.222
C 2.36468 -2.18780 -0.45394 0.726
C 3.81339 -2.23611 -0.85978 -2.663
C 2.01557 -2.26617 0.90428 1.551
C 3.07129 -2.52853 1.94337 -2.145
H 0.08790 -3.09864 3.08738 0.344
H -0.54973 -1.46175 2.97149 0.565
H 1.14236 -1.71834 3.37350 0.586
H -2.11195 -0.77469 0.77082 0.259
H -1.95279 -2.27543 1.68915 0.517
H -2.40577 -2.33587 -0.00056 0.507
H -1.43414 -2.62037 -2.44606 0.353
H -0.66112 -1.11697 -2.95062 0.525
H -1.88207 -1.08482 -1.69400 0.344
H 2.63530 -2.59396 -3.07070 0.500
H 1.86849 -1.02314 -3.28789 0.352
H 0.93436 -2.50310 -3.48110 0.454
H 4.12515 -3.26062 -1.07989 0.410
H 4.45666 -1.84700 -0.07458 0.507
H 3.99309 -1.63199 -1.74539 0.528
H 2.66502 -3.09210 2.77988 0.450
H 3.49202 -1.59445 2.32890 0.286
H 3.89384 -3.10611 1.53092 0.466
Se 5.42717 0.88008 1.85754 -0.144
C 3.96222 0.79642 0.91195 0.282
N 2.97467 0.71512 0.27231 -0.728
C 0.97761 1.55458 4.04779 -0.793
O 1.38733 0.99184 2.76870 -0.109
C 0.45848 0.93357 1.85056 0.743
O -0.68977 1.26021 1.91653 -0.475
H 0.62654 2.57271 3.89990 0.328
H 1.87008 1.53578 4.66199 0.238
H 0.18602 0.94351 4.47649 0.325
C -3.04659 5.05613 -2.78538 -1.421
C -2.75948 3.78674 -2.06025 0.759
C -3.64990 3.09631 -1.28703 -1.299
C -3.22169 1.90312 -0.68350 1.170
N -1.99222 1.42149 -0.84053 0.208
C -1.11512 2.11128 -1.56750 -0.143
S 0.51028 1.66689 -1.79384 -0.534
N -1.51487 3.27139 -2.17215 0.041
C -4.14108 1.11255 0.18665 -1.179
H -4.04611 5.41056 -2.55152 0.351
H -2.97615 4.89745 -3.86294 0.356
H -2.32528 5.82671 -2.50974 0.391
H -4.65527 3.46395 -1.15127 0.409
H -0.81379 3.76665 -2.70979 0.347
H -4.24726 0.10158 -0.20742 0.270
H -5.12338 1.57150 0.26404 0.418
H -3.69769 1.03607 1.18094 0.250
```



2.
Computed, not measured: the molecule C19H22N4O3S in a non-equilibrium geometry, with ωB97M-V with the def2-TZVPD basis set.

Results
E_HOMO: -0.3009 Eh
Energy above the lowest of the compared OMol25 structures with the same formula, charge and spin: 1.758 eV
Charge: 0
LUMO level: -0.1 eV
Total energy: -42998.2288 eV
Spin multiplicity: 1
Molar mass: 386.48 Da
SMILES: COCCCNc1nc2ccccc2nc1NS(=O)(=O)c1cccc(C)c1

XYZ file:
```
49
Properties=species:S:1:pos:R:3:mulliken_charge:R:1
C -0.18121 4.28770 -0.47706 -0.424
O 0.28789 4.59767 -1.76802 -0.420
C 1.23238 3.70621 -2.32036 -0.288
C 0.62350 2.56928 -3.15819 -0.933
C -0.02224 1.43992 -2.36027 -0.327
N 0.96217 0.72394 -1.58284 0.119
C 0.68235 -0.47165 -1.03490 -0.278
N -0.45367 -1.07102 -1.32453 -0.317
C -0.65631 -2.32090 -0.84414 0.248
C -1.86466 -2.98558 -1.11214 -0.629
C -2.06577 -4.25638 -0.63981 -0.526
C -1.07898 -4.90823 0.11040 -0.516
C 0.10774 -4.28160 0.39214 -0.438
C 0.33241 -2.97860 -0.07214 0.043
N 1.47449 -2.32378 0.27250 -0.581
C 1.64205 -1.11638 -0.16890 0.484
N 2.76765 -0.40817 0.26916 -0.227
S 2.43468 0.85772 1.36421 1.140
O 2.17780 2.04390 0.59355 -0.624
O 3.52526 0.88135 2.28567 -0.755
C 0.92532 0.25992 2.10019 0.036
C 1.00801 -0.75430 3.03365 -0.577
C -0.15586 -1.40750 3.40179 -0.787
C -1.36128 -1.06676 2.80893 -0.484
C -1.44213 -0.04222 1.87261 0.487
C -2.72387 0.30024 1.18448 -1.510
C -0.27391 0.63187 1.53122 0.367
H 0.60157 3.82554 0.13255 0.169
H -0.48347 5.23140 -0.02159 0.341
H -1.05489 3.62445 -0.51048 0.175
H 1.84184 4.32434 -2.98831 0.341
H 1.88190 3.31030 -1.53009 0.192
H -0.13140 3.00349 -3.81568 0.372
H 1.41632 2.14797 -3.77884 0.389
H -0.81643 1.83149 -1.71375 0.075
H -0.48420 0.71587 -3.03781 0.358
H 1.69873 1.26624 -1.15319 0.394
H -2.61208 -2.47445 -1.69905 0.488
H -2.99401 -4.76794 -0.84898 0.401
H -1.26028 -5.91098 0.46795 0.401
H 0.88099 -4.76041 0.97243 0.455
H 3.42893 -1.03662 0.71005 0.549
H 1.96862 -1.01681 3.44625 0.464
H -0.11944 -2.20343 4.12927 0.416
H -2.25531 -1.61267 3.07193 0.383
H -2.65914 -0.00790 0.14061 0.230
H -2.89954 1.37385 1.20863 0.371
H -3.56558 -0.20854 1.64574 0.396
H -0.28693 1.43817 0.81515 0.357
```



3.
Computed, not measured: the molecule C10H10ClN3O2S in a non-equilibrium geometry, with ωB97M-V with the def2-TZVPD basis set.

Results
E_HOMO: -0.3265 Eh
Energy above the lowest of the compared OMol25 structures with the same formula, charge and spin: 0.935 eV
Charge: 0
LUMO level: 0.2 eV
Total energy: -42453.8746 eV
Spin multiplicity: 1
Molar mass: 271.73 Da
SMILES: Cn1nc(-c2ccc(Cl)cc2)nc1S(C)(=O)=O

XYZ file:
```
27
Properties=species:S:1:pos:R:3:mulliken_charge:R:1
C 2.52482 -2.20517 -1.08689 -0.772
N 1.44448 -1.35325 -0.58995 0.690
N 1.48647 -0.02805 -0.72457 -0.872
C 0.43635 0.40358 -0.03288 0.151
C 0.06902 1.81865 0.21619 0.430
C 0.91288 2.93091 -0.11193 -0.542
C 0.50333 4.20619 0.19047 -0.383
C -0.69665 4.50369 0.82344 0.078
Cl -1.17071 6.15709 1.28461 -0.210
C -1.54030 3.42238 1.11684 -0.461
C -1.18843 2.10767 0.82972 -0.404
N -0.36361 -0.63993 0.43420 -0.429
C 0.26821 -1.72744 0.10933 0.031
S -0.45816 -3.42755 0.29182 1.226
C -2.02853 -3.33390 -0.54845 -0.982
O 0.37305 -4.42350 -0.41201 -0.651
O -0.72004 -3.83694 1.67670 -0.647
H 3.45159 -1.59405 -1.12073 0.319
H 2.30542 -2.64950 -2.04934 0.284
H 2.68204 -3.00959 -0.38945 0.328
H 1.84541 2.70053 -0.55068 0.504
H 1.15576 5.03284 -0.00092 0.408
H -2.49169 3.63731 1.58453 0.390
H -1.82900 1.28767 1.10165 0.455
H -2.48070 -2.41547 -0.28634 0.368
H -2.60316 -4.15686 -0.13512 0.360
H -1.88784 -3.40729 -1.62024 0.333
```



4.
Computed, not measured: the ion C7H14N3 with charge +1 in a non-equilibrium geometry, with ωB97M-V with the def2-TZVPD basis set.

Results
E_HOMO: -0.4501 Eh
Energy above the lowest of the compared OMol25 structures with the same formula, charge and spin: 3.605 eV
Charge: +1
LUMO level: -3.8 eV
Total energy: -11947.3146 eV
Spin multiplicity: 1
Molar mass: 140.21 Da
SMILES: CC(C)[C@H]([NH3+])n1ccnc1

XYZ file:
```
24
Properties=species:S:1:pos:R:3:mulliken_charge:R:1
C 1.37551 -0.76144 2.16593 -1.563
C 1.09082 -0.16783 0.81760 0.172
C 1.25951 1.40237 0.82247 -1.156
C -0.39828 -0.39025 0.56670 -0.434
N -0.95957 -1.74866 0.41156 -0.096
N -0.72093 0.26329 -1.04875 0.148
C 0.10539 0.66159 -2.07819 -0.176
C -0.76474 1.16499 -3.10032 -0.736
N -2.02464 0.93088 -2.65391 -0.553
C -2.01571 0.38558 -1.47652 -0.081
H 2.42234 -0.81897 2.44824 0.370
H 0.83114 -0.10929 2.83566 0.448
H 0.95158 -1.71678 2.35320 0.415
H 1.66536 -0.48951 -0.02008 0.495
H 0.36374 1.87792 1.13910 0.321
H 1.48946 1.66412 -0.23182 0.373
H 2.08888 1.59977 1.45909 0.430
H -1.16858 0.24840 1.16553 0.339
H -1.02442 -2.25589 1.30712 0.390
H -1.87862 -1.72309 -0.04899 0.384
H -0.32264 -2.29577 -0.09805 0.344
H 1.19460 0.69179 -1.77724 0.418
H -0.70508 1.43605 -4.11188 0.421
H -2.85510 0.15072 -0.84646 0.328
```



5.
Computed, not measured: a cluster of 2 separate species, C5H12NO2 in total in a non-equilibrium geometry, with ωB97M-V with the def2-TZVPD basis set.

Results
E_HOMO: -0.4806 Eh
Energy above the lowest of the compared OMol25 structures with the same formula, charge and spin: 1.973 eV
Charge: +1
LUMO level: -3.2 eV
Total energy: -10956.6458 eV
Spin multiplicity: 1
Molar mass: 118.16 Da

XYZ file:
```
20
Properties=species:S:1:pos:R:3:mulliken_charge:R:1
O -0.33721 0.53107 -1.49262 -0.408
C -1.12098 1.35149 -1.06017 -0.043
C -1.46930 1.60282 0.35394 -0.522
C -1.33341 0.49063 1.43847 -0.882
C -0.81180 -0.78282 0.89335 -0.057
C 0.49727 -0.96168 0.79049 -0.447
N 1.12811 -2.10597 0.13402 -0.192
H -1.42572 2.14048 -1.75177 0.405
H -1.00826 2.50835 0.77635 0.316
H -2.53877 1.90679 0.42328 0.323
H -0.73151 0.80051 2.31289 0.381
H -2.27175 0.43672 2.01122 0.420
H -1.45528 -1.55980 0.45839 0.342
H 1.16955 -0.16156 1.05664 0.231
H 0.76918 -2.20641 -0.82128 0.363
H 0.99533 -2.95492 0.68589 0.392
H 2.12202 -1.91297 -0.02936 0.360
H 2.77984 0.99049 -1.83437 0.302
H 2.41288 -0.16178 -2.62809 0.311
O 2.62979 0.04857 -1.71730 -0.593
```



6.
Computed, not measured: the molecule C14H21N5O3S in a non-equilibrium geometry, with ωB97M-V with the def2-TZVPD basis set.

Results
E_HOMO: -0.3162 Eh
Energy above the lowest of the compared OMol25 structures with the same formula, charge and spin: 3.797 eV
Charge: 0
LUMO level: 0.6 eV
Total energy: -39285.9233 eV
Spin multiplicity: 1
Molar mass: 339.42 Da
SMILES: COCCn1c(SCC(=O)Nc2cc(C)on2)nnc1C(C)C

XYZ file:
```
44
Properties=species:S:1:pos:R:3:mulliken_charge:R:1
C -0.95935 -0.77685 2.59636 -0.777
O 0.30858 -0.93072 2.00918 -0.135
C 1.20989 0.08460 2.37712 -0.458
C 2.48189 -0.05391 1.53366 -1.027
N 2.18804 0.02510 0.12687 0.341
C 1.69595 1.12982 -0.50669 0.555
S 1.47158 2.68490 0.25170 -0.180
C -0.03601 3.18726 -0.65427 -0.776
C -1.16417 2.26417 -0.22808 0.458
O -1.83314 2.46997 0.76002 -0.630
N -1.31064 1.18391 -1.04243 -0.070
C -2.18447 0.14264 -0.80806 0.404
C -3.29206 0.08686 0.07971 0.160
C -3.78731 -1.17028 -0.11094 0.067
C -4.94167 -1.88710 0.48308 -1.337
O -3.04270 -1.80638 -1.03137 -0.167
N -2.05143 -0.98848 -1.45988 -0.672
N 1.41119 0.86408 -1.75349 -0.581
N 1.72086 -0.42238 -1.96245 -0.649
C 2.17980 -0.93445 -0.85573 0.532
C 2.60561 -2.36006 -0.77574 0.363
C 4.05851 -2.52451 -0.32200 -1.392
C 1.63424 -3.17522 0.08071 -1.156
H -0.89779 -0.83838 3.68960 0.338
H -1.40991 0.18353 2.32043 0.287
H -1.57346 -1.59153 2.21879 0.169
H 1.47798 0.00062 3.44214 0.459
H 0.75262 1.07153 2.22030 0.372
H 3.17560 0.74886 1.80199 0.336
H 2.94364 -1.01845 1.73637 0.258
H -0.24051 4.20499 -0.32656 0.436
H 0.18210 3.14264 -1.71874 0.360
H -0.61359 1.00351 -1.76421 0.414
H -3.63646 0.85711 0.73390 0.448
H -5.80697 -1.81378 -0.17526 0.330
H -5.19563 -1.44922 1.44386 0.322
H -4.69979 -2.93994 0.60731 0.362
H 2.53120 -2.71745 -1.80848 0.287
H 4.38089 -3.54578 -0.51038 0.456
H 4.70947 -1.85268 -0.87728 0.355
H 4.18194 -2.32830 0.74036 0.241
H 1.93566 -4.22013 0.08318 0.459
H 0.63146 -3.10151 -0.33235 0.293
H 1.60107 -2.81476 1.10477 0.142
```



7.
Computed, not measured: the molecule C4H12O2Si in a non-equilibrium geometry, with ωB97M-V with the def2-TZVPD basis set.

Results
E_HOMO: -0.3613 Eh
Energy above the lowest of the compared OMol25 structures with the same formula, charge and spin: 1.645 eV
Charge: 0
LUMO level: 0.9 eV
Total energy: -16315.7438 eV
Spin multiplicity: 1
Molar mass: 120.22 Da
SMILES: CCO[Si@@H](C)OC

XYZ file:
```
19
Properties=species:S:1:pos:R:3:mulliken_charge:R:1
C 2.35163 -2.09332 0.08608 -1.063
C 2.29956 -0.55794 -0.01855 -0.192
O 1.07089 0.12898 -0.12601 -0.088
Si -0.38199 -0.30276 0.17027 0.315
C -1.18817 -0.34486 1.95067 -1.211
O -1.18219 0.91205 -0.60184 -0.243
C -2.52471 1.08153 -0.93065 -0.713
H 2.01908 -2.62067 -0.88599 0.282
H 3.36971 -2.28547 0.25770 0.405
H 1.76696 -2.54947 0.99663 0.281
H 2.75350 -0.26486 -0.99202 0.240
H 2.72888 -0.12457 0.96772 0.238
H -0.82681 -1.61347 -0.46512 -0.150
H -0.55703 0.14524 2.71159 0.349
H -2.13603 0.11322 1.98483 0.345
H -1.30545 -1.25297 2.57068 0.373
H -2.80867 0.23888 -1.46070 0.347
H -3.16800 1.21759 -0.04813 0.251
H -2.72357 1.88723 -1.71243 0.233
```



8.
Computed, not measured: a structure of composition C5H7FS in a non-equilibrium geometry, with ωB97M-V with the def2-TZVPD basis set.

Results
E_HOMO: -0.3211 Eh
Energy above the lowest of the compared OMol25 structures with the same formula, charge and spin: 1.032 eV
Charge: 0
LUMO level: 0.9 eV
Total energy: -18849.6074 eV
Spin multiplicity: 1
Molar mass: 118.18 Da

XYZ file:
```
14
Properties=species:S:1:pos:R:3:mulliken_charge:R:1
C 0.65647 -0.86493 0.06409 -0.184
C -0.13487 0.01900 1.04078 -0.141
C -1.55910 -0.47862 0.72659 -0.602
C -1.46187 -0.52313 -0.79794 -0.635
C -0.04411 -0.09280 -0.98714 -0.194
H 0.52187 -1.92832 -0.04069 0.310
H 0.38836 0.04179 2.08064 0.415
H -1.66898 -1.46338 1.21072 0.251
H -2.38130 0.08894 1.22914 0.306
H -2.21242 0.14256 -1.28965 0.278
H -1.60844 -1.47593 -1.23733 0.302
H 0.46999 0.03180 -1.97501 0.473
F 2.07722 -0.71150 0.02481 -0.343
S 0.19105 1.41306 -0.02996 -0.237
```